Model P:
Formula: C5H12N2O
Source: OMol25
Level of theory: the ωB97M-V functional and the def2-TZVPD basis

Last columns: bonded neighbours and bond lengths (Å).
Positions of all 20 atoms, in Å:
1 O 0.023 -1.125 0.578  C6 1.406, C8 1.420
2 N -0.328 1.215 0.881  C6 1.430, C7 1.454, H18 1.014
3 N -1.792 0.027 -0.590  C6 1.427, H12 1.015, H16 1.012
4 C 0.566 -1.345 -1.846  C8 1.516, H10 1.087, H14 1.088, H15 1.088
5 C 2.029 0.049 -0.301  C8 1.511, H11 1.086, H13 1.088, H17 1.087
6 C -0.520 0.062 0.057  O1 1.406, N2 1.430, N3 1.427, C8 1.475
7 C -0.971 1.138 2.183  N2 1.454, H9 1.089, H19 1.098, H20 1.089
8 C 0.669 -0.560 -0.553  O1 1.420, C4 1.516, C5 1.511, C6 1.475
9 H -0.655 0.208 2.653  C7 1.089
10 H -0.240 -2.073 -1.797  C4 1.087
11 H 1.989 0.674 0.586  C5 1.086
12 H -2.535 -0.056 0.097  N3 1.015
13 H 2.765 -0.738 -0.154  C5 1.088
14 H 1.495 -1.883 -2.020  C4 1.088
15 H 0.389 -0.668 -2.680  C4 1.088
16 H -1.868 -0.752 -1.232  N3 1.012
17 H 2.318 0.654 -1.157  C5 1.087
18 H -0.640 2.033 0.369  N2 1.014
19 H -2.068 1.162 2.142  C7 1.098
20 H -0.625 1.977 2.784  C7 1.089

As for the charge: 0. As for the SMILES: CN[C@]1(N)OC1(C)C. The value obtained for the LUMO energy is 0.95 eV. The calculation puts the orbital gap at 9.836 eV.

Model Q:
Formula: C5H12N2O
Source: OMol25
Level of theory: the ωB97M-V functional and the def2-TZVPD basis

Last columns: bonded neighbours and bond lengths (Å).
Positions of all 20 atoms, in Å:
1 O 2.309 -1.007 -1.993  H9 0.975, H12 0.955
2 N -2.321 -0.766 -1.124  C6 1.260, C8 1.381
3 N 1.983 1.870 0.956  C4 1.480, H10 0.989, H11 0.983
4 C 1.147 1.138 1.934  N3 1.480, C5 1.567, H13 1.064, H14 1.087
5 C -0.354 0.968 1.521  C4 1.567, C7 1.472, H18 1.185, H20 1.108
6 C -2.127 -2.009 -1.195  N2 1.260, H17 1.198, H19 1.092
7 C -0.779 -0.202 0.736  C5 1.472, C8 1.401, H15 1.124
8 C -1.312 -0.020 -0.547  N2 1.381, C7 1.401, H16 1.085
9 H 2.756 -1.694 -1.464  O1 0.975
10 H 1.918 1.522 0.033  N3 0.989
11 H 1.691 2.776 0.710  N3 0.983
12 H 3.126 -0.757 -2.422  O1 0.955
13 H 1.103 1.653 2.864  C4 1.064
14 H 1.675 0.195 2.056  C4 1.087
15 H -0.823 -1.254 1.128  C7 1.124
16 H -1.075 0.864 -1.129  C8 1.085
17 H -3.059 -2.620 -1.634  C6 1.198
18 H -1.016 1.259 2.461  C5 1.185
19 H -1.266 -2.645 -0.982  C6 1.092
20 H -0.594 1.778 0.804  C5 1.108

As for the charge: 0. As for the SMILES: C=N/C=C/CCN.O. The value obtained for the LUMO energy is 0.65 eV. The calculation puts the orbital gap at 8.899 eV.

Model R:
Formula: C5H12N2O
Source: OMol25
Level of theory: the ωB97M-V functional and the def2-TZVPD basis

Last columns: bonded neighbours and bond lengths (Å).
Positions of all 20 atoms, in Å:
1 O -1.434 0.245 1.299  N2 1.408, H18 0.927
2 N -2.235 1.209 0.658  O1 1.408, N3 1.171
3 N -2.754 0.833 -0.322  N2 1.171, C6 1.419
4 C 1.188 -0.227 -0.625  C5 1.522, C7 1.380, C8 1.488
5 C 1.317 -1.631 -1.199  C4 1.522, H12 1.084, H13 1.161, H15 1.047
6 C -2.826 -0.503 -0.795  N3 1.419, H11 1.071, H14 1.102, H19 1.091
7 C 0.465 0.742 -1.291  C4 1.380, H9 1.081, H20 1.036
8 C 1.585 -0.021 0.794  C4 1.488, H10 1.107, H16 1.092, H17 1.208
9 H 0.080 0.446 -2.257  C7 1.081
10 H 1.425 1.049 1.030  C8 1.107
11 H -3.732 -1.002 -0.515  C6 1.071
12 H 1.567 -1.593 -2.254  C5 1.084
13 H 0.217 -1.979 -1.074  C5 1.161
14 H -1.984 -1.129 -0.460  C6 1.102
15 H 1.879 -2.318 -0.643  C5 1.047
16 H 2.574 -0.479 0.861  C8 1.092
17 H 0.829 -0.729 1.414  C8 1.208
18 H -0.977 0.738 1.937  O1 0.927
19 H -2.884 -0.437 -1.882  C6 1.091
20 H 0.426 1.707 -0.920  C7 1.036

As for the charge: 0. As for the SMILES: C/N=N\O.C=C(C)C. The value obtained for the LUMO energy is 0.80 eV. The calculation puts the orbital gap at 9.612 eV.

What is the most stable structure shown above? It is model P.